[1]
88
Properties=species:S:1:pos:R:3:forces:R:3:lowdin_charge:R:1 method="wB97M-V/def2-TZVPD" total_energy_ha=-6181.81494 lumo_ev="-2.304 / -8.969" charge=+1 gap_ev="9.253 / 2.587" spin_multiplicity=2
C 3.0381 2.9056 -3.5254 2.03 0.20 -0.59 -0.1920
C 2.2666 4.0128 -4.1418 -1.01 0.61 -2.08 -0.1796
C 1.7334 4.8905 -3.0055 -0.27 -0.78 -0.46 -0.1815
O 2.1502 4.1910 -1.8268 0.39 -0.33 0.89 -0.1515
C 2.4632 2.8137 -2.1598 -0.46 0.23 0.12 -0.2020
H 4.0784 3.2240 -3.4576 0.21 0.18 0.50 0.1195
H 3.1693 2.0215 -4.1492 -0.82 -0.29 0.20 0.1251
H 1.4945 3.5345 -4.7445 -0.66 0.28 0.24 0.0999
H 2.8063 4.5795 -4.9005 0.35 0.09 0.25 0.1156
H 0.6487 4.9927 -3.0389 -0.24 -0.46 0.09 0.0653
H 2.0493 5.9330 -3.0418 0.80 -0.20 0.39 0.1212
H 1.5389 2.2371 -2.1226 -0.24 -0.17 -0.10 0.0755
H 3.1868 2.3253 -1.5072 -0.10 0.64 0.64 0.1021
C -0.0449 0.2312 0.0215 0.56 -1.09 -0.23 -0.1886
C 1.3092 -0.4918 -0.1766 -1.22 0.11 -1.09 -0.1655
O 1.8660 -1.0684 1.0008 0.32 1.15 1.06 -0.0811
O -1.0402 -0.7661 0.2782 0.59 -0.06 0.36 -0.0926
H -0.3796 0.7525 -0.8753 0.52 0.31 -0.15 0.0880
H 0.0166 0.9328 0.8534 0.04 0.13 0.04 0.0741
H 1.9748 0.1898 -0.7063 0.47 -0.07 0.59 0.1103
H 1.1721 -1.3678 -0.8105 -0.34 0.24 -0.55 0.1183
H 1.1426 -1.5642 1.3913 -0.43 -0.45 0.07 0.0607
H -1.7223 -0.2716 0.7384 -0.83 -0.05 0.35 0.0424
C 0.8557 -1.6233 4.3218 0.56 -1.41 -0.73 -0.1397
C 1.0364 -0.0617 4.2800 0.99 1.11 -1.03 -0.0399
O 2.2210 0.3038 3.5158 -1.30 -0.97 3.13 0.1399
O 0.2552 -2.1949 3.2130 -0.57 1.60 0.51 0.0065
H 0.3086 -1.8736 5.2308 -0.63 0.76 0.38 0.1691
H 1.7665 -2.2063 4.4582 0.70 0.71 0.36 0.1198
H 1.0806 0.3040 5.3059 0.57 0.04 -0.24 0.1474
H 0.2184 0.4214 3.7456 -0.56 -0.42 -0.02 0.1456
H 2.0330 0.0996 2.5968 -0.06 -0.30 -1.95 0.0557
H 0.6798 -3.0540 3.1554 0.38 -1.30 -0.86 0.0576
C -4.1508 1.7256 0.3345 1.31 -0.60 0.32 -0.1669
C -3.3163 1.9102 1.6638 -1.50 0.41 -0.06 -0.1965
O -2.7759 0.7043 2.1597 0.66 -1.43 -0.22 -0.0953
O -3.2409 1.2879 -0.6925 0.12 0.61 0.99 -0.1092
H -4.7244 2.5975 0.0200 0.45 0.55 0.23 0.1160
H -4.9217 0.9645 0.4546 0.07 -0.29 0.50 0.1173
H -3.9778 2.2247 2.4710 -0.33 0.72 -0.37 0.1222
H -2.4693 2.5963 1.6579 -0.32 0.31 -0.78 0.0662
H -3.2537 0.4426 2.9501 -0.03 -0.09 -0.15 0.0946
H -3.7311 0.7804 -1.3434 -0.30 -0.08 -0.47 0.0244
C 3.0277 -4.7338 2.5740 1.29 0.04 0.35 -0.2083
C 3.8042 -3.7320 3.3920 0.14 -0.72 -0.08 -0.2415
O 3.9523 -2.4933 2.7599 0.33 0.62 0.00 -0.0444
O 1.6376 -4.4599 2.6240 -0.08 -0.27 -0.17 -0.0596
H 3.2532 -5.7287 2.9579 -0.27 -0.13 0.28 0.1312
H 3.4064 -4.7367 1.5519 -0.14 0.28 -0.20 0.1357
H 4.7982 -4.1519 3.5459 0.13 0.21 -0.14 0.1359
H 3.3868 -3.6490 4.3955 -0.29 0.08 0.21 0.1176
H 3.1054 -2.0700 2.6012 -0.09 -0.14 -0.26 0.0338
H 1.2902 -5.2414 2.1878 -0.95 0.13 -0.05 0.1143
C -3.4241 -1.9142 -2.1665 0.10 -0.06 1.27 -0.2447
C -4.3794 -1.2139 -3.0905 0.12 -0.61 -1.82 -0.2220
O -4.7600 0.1026 -2.7351 0.18 0.12 0.91 -0.0662
O -2.0847 -1.5102 -2.2524 0.55 0.49 -1.10 -0.0716
H -3.4049 -2.9908 -2.3356 -0.63 -0.10 -0.37 0.1224
H -3.7579 -1.7891 -1.1364 -0.29 0.01 0.24 0.1186
H -5.2511 -1.8420 -3.2743 -0.28 -0.11 0.54 0.1243
H -3.9250 -1.1656 -4.0801 0.42 -0.02 -0.14 0.1258
H -5.3116 0.4697 -3.4297 0.00 -0.02 -0.01 0.1057
H -1.7272 -1.2201 -1.4100 -0.21 0.11 0.53 0.0322
C -2.8662 -3.2592 2.1961 -0.20 0.02 0.27 -1.0270
Cl -3.7382 -4.4679 1.2420 0.37 0.36 -0.46 0.5241
Cl -2.9821 -3.8029 3.8874 0.30 0.47 0.20 0.4920
H -1.8142 -3.1341 1.9396 -0.21 -0.48 -0.21 0.0068
H -3.3361 -2.2824 2.0819 -0.20 -0.25 0.11 0.0181
C -0.3505 4.3476 0.3824 -0.78 0.51 0.30 -0.9801
Cl 0.1313 3.4887 1.8583 0.36 -0.33 0.05 0.5201
Cl -1.5415 5.6054 0.8885 0.49 -0.17 -0.31 0.4784
H 0.5339 4.7948 -0.0715 -0.24 -0.09 0.04 0.0243
H -0.8975 3.6762 -0.2794 0.34 0.00 0.09 -0.0231
C 4.9926 0.1986 1.0019 0.01 -0.32 0.35 -0.9857
Cl 6.5747 0.3363 0.2675 0.14 0.47 -0.26 0.5606
Cl 4.2589 1.8061 1.5408 0.45 -1.42 -0.50 0.5068
H 4.3512 -0.3364 0.3016 -0.23 0.63 0.05 0.0152
H 5.1702 -0.4782 1.8377 -0.48 0.56 0.34 0.0086
C -2.6084 3.4636 -3.2012 0.55 0.30 -0.21 -0.9236
Cl -1.1468 2.4334 -3.1196 -0.57 -0.22 -0.17 0.5554
Cl -2.1947 4.9754 -2.3475 -0.66 -0.16 -0.25 0.5393
H -2.8017 3.6906 -4.2496 0.16 0.03 0.19 0.0316
H -3.4833 2.9836 -2.7627 0.45 -0.03 0.28 0.0187
C 0.1116 -3.7416 -3.0914 1.33 -1.24 -0.58 -0.9353
Cl 0.1861 -5.3209 -2.2175 -0.32 0.70 0.35 0.4462
Cl 1.4564 -3.8762 -4.3185 -0.82 0.47 0.14 0.4508
H -0.8712 -3.7208 -3.5624 0.43 0.47 0.05 0.0237
H 0.4179 -2.8957 -2.4759 -0.64 -0.36 0.07 -0.0037

---

[2]
83
Properties=species:S:1:pos:R:3:forces:R:3:lowdin_charge:R:1 method="wB97M-V/def2-TZVPD" total_energy_ha=-2311.74560 lumo_ev=-4.191 charge=+1 gap_ev=7.709 spin_multiplicity=1
C -1.3486 2.6330 0.0058 -0.16 -0.97 1.04 0.0023
C -0.7447 2.0304 1.4070 1.87 0.00 -0.61 -0.0117
N 0.7576 1.8395 1.4182 -5.53 -1.42 5.33 0.1240
C 0.9989 1.2725 2.7997 -4.22 0.10 0.68 -0.1771
S 2.7865 0.8760 3.1938 5.62 4.82 -4.73 0.9008
O 3.5823 2.0419 3.8394 -3.94 -4.52 -0.82 -0.3113
O 3.4862 0.6035 1.8060 -3.70 0.16 4.88 -0.3437
C 2.8341 -0.7363 4.1468 0.80 -5.41 2.01 -0.2698
F 1.4861 -1.2972 4.4788 4.59 2.35 -1.02 0.0012
F 3.6602 -0.6346 5.3720 -3.25 -0.24 -4.52 0.0447
F 3.4753 -1.7661 3.2482 -2.30 3.81 3.37 0.0145
C -0.3899 1.1245 3.6580 3.64 1.09 -4.71 0.1573
N -1.4463 1.5986 2.6830 7.24 0.07 -1.58 -0.1220
O -2.7845 1.6322 2.9163 0.09 -1.72 -1.35 0.0641
H -1.6966 1.6918 -0.6365 0.68 2.04 1.33 0.0963
H -0.4945 3.1483 -0.6269 -1.79 -0.95 1.50 0.0897
H -2.2258 3.3606 0.2736 1.72 -1.43 -0.63 0.1126
H 1.4784 2.0292 0.6633 -1.34 -0.36 1.18 0.1899
H -0.4467 0.7047 4.7491 -0.37 0.98 -2.16 0.1384
H -3.1143 0.7719 2.4744 0.23 1.63 0.92 0.1878
C -0.6497 4.4860 -4.8952 -0.11 -0.08 -0.21 -0.0834
C -0.9824 4.7126 -3.4350 0.12 0.22 -0.40 -0.3099
O -0.2068 3.8457 -2.6206 0.57 -0.18 0.49 -0.1230
H -0.8450 3.4462 -5.1774 -0.03 0.15 0.09 0.0733
H -1.2426 5.1436 -5.5369 0.11 -0.04 0.03 0.0800
H 0.4124 4.6729 -5.0841 -0.10 0.09 0.00 0.0765
H -2.0395 4.5035 -3.2463 0.20 -0.08 0.13 0.1164
H -0.7775 5.7468 -3.1417 -0.17 0.06 -0.08 0.1118
H 0.7300 4.0452 -2.7893 -0.48 -0.15 -0.05 0.0958
C -1.8186 -1.6488 -3.1497 -0.05 -0.24 -0.01 -0.0817
C -2.1921 -0.2948 -2.5828 0.14 -0.23 -0.39 -0.3151
O -1.0317 0.3652 -2.0988 0.33 0.17 0.13 -0.1219
H -1.3381 -2.2670 -2.3844 -0.14 0.08 -0.04 0.0797
H -2.7029 -2.1726 -3.5232 0.11 0.01 -0.01 0.0767
H -1.1003 -1.5410 -3.9690 -0.15 0.04 0.00 0.0754
H -2.8928 -0.4083 -1.7504 0.13 0.12 0.02 0.1032
H -2.6614 0.3342 -3.3456 -0.16 -0.09 0.01 0.1163
H -0.4196 0.4687 -2.8473 -0.18 0.12 0.17 0.0737
C 3.4440 1.5209 -4.9014 0.15 0.09 0.09 -0.0879
C 2.3537 0.6215 -4.3569 0.33 -0.24 -0.25 -0.3256
O 1.0860 1.0587 -4.8237 -0.63 0.14 -0.18 -0.1017
H 3.2776 2.5579 -4.5920 0.05 -0.11 0.03 0.0700
H 4.4276 1.2000 -4.5471 -0.04 0.06 -0.08 0.0792
H 3.4433 1.5115 -5.9962 0.05 -0.12 0.08 0.0770
H 2.3438 0.6509 -3.2633 -0.19 0.10 -0.07 0.1092
H 2.5059 -0.4151 -4.6728 0.16 0.23 0.20 0.0845
H 1.1024 1.0208 -5.7954 -0.04 -0.05 0.51 0.0964
C -6.0411 -2.5423 -1.1730 0.00 -0.04 -0.22 -0.0915
C -5.1324 -2.6069 0.0370 -0.36 -0.14 -0.15 -0.3312
O -5.2927 -1.4379 0.8270 -0.09 0.43 0.45 -0.1082
H -5.8146 -1.6579 -1.7775 0.05 -0.14 0.06 0.0729
H -5.9264 -3.4344 -1.7951 -0.09 0.09 0.04 0.0791
H -7.0889 -2.4585 -0.8666 0.08 -0.13 -0.02 0.0766
H -4.0852 -2.6684 -0.2735 -0.09 0.13 0.17 0.1048
H -5.3614 -3.4815 0.6536 0.11 -0.12 -0.14 0.1117
H -6.2239 -1.3971 1.1046 0.50 0.00 -0.15 0.0895
C 0.0766 -3.9175 5.7057 -0.15 0.17 0.14 -0.1012
C 0.5104 -5.3597 5.5446 0.18 0.25 -0.04 -0.3231
O 1.1372 -5.5397 4.2833 0.28 0.07 -0.25 -0.0865
H -0.6174 -3.6331 4.9080 0.02 -0.12 0.10 0.0762
H -0.4126 -3.7628 6.6715 0.05 0.07 -0.06 0.0769
H 0.9368 -3.2439 5.6343 -0.08 -0.15 0.17 0.0477
H -0.3546 -6.0275 5.5947 0.21 0.01 -0.16 0.1158
H 1.2147 -5.6478 6.3311 -0.16 0.00 0.16 0.1108
H 1.9088 -4.9486 4.2523 -0.39 -0.37 0.00 0.0836
C 4.8597 -2.2140 -7.9520 0.10 0.04 -0.21 -0.0892
C 4.6785 -1.6403 -6.5619 0.11 -0.33 -0.23 -0.3193
O 3.3087 -1.6901 -6.1914 -0.41 -0.31 0.10 -0.1096
H 4.2630 -1.6546 -8.6798 0.13 0.00 0.12 0.0799
H 5.9100 -2.1789 -8.2546 -0.11 -0.06 -0.02 0.0787
H 4.5163 -3.2529 -7.9901 0.14 0.04 0.04 0.0753
H 5.0023 -0.5957 -6.5336 -0.20 -0.11 0.09 0.1059
H 5.2619 -2.2024 -5.8262 0.18 0.09 -0.06 0.1129
H 3.0332 -2.6226 -6.2114 0.12 0.49 -0.02 0.0987
C -1.1174 2.5056 8.6246 -0.15 0.12 0.04 -0.0905
C -0.6836 1.0634 8.4635 -0.06 0.34 0.33 -0.3164
O -0.0568 0.8833 7.2022 0.49 -0.03 -0.82 -0.1164
H -1.8115 2.7900 7.8269 0.01 -0.10 0.14 0.0755
H -1.6066 2.6603 9.5904 0.07 0.05 -0.11 0.0809
H -0.2572 3.1792 8.5532 -0.04 -0.06 0.14 0.0758
H -1.5486 0.3955 8.5136 0.22 0.00 -0.17 0.1169
H 0.0207 0.7752 9.2500 -0.15 -0.02 0.07 0.1142
H 0.7148 1.4745 7.1712 -0.37 -0.30 0.12 0.0898

---

[3]
80
Properties=species:S:1:pos:R:3:forces:R:3:lowdin_charge:R:1 method="wB97M-V/def2-TZVPD" total_energy_ha=-2262.43718 lumo_ev=0.602 gap_ev=8.985 spin_multiplicity=1
C -4.4364 -0.2198 4.5600 0.03 -0.44 -0.09 -0.0995
C -4.9018 -0.6398 3.1524 0.39 0.40 -0.08 -0.2481
C -3.8658 -1.4956 2.4192 -0.35 0.10 0.19 -0.2178
C -3.7840 -2.9393 2.9298 0.21 -0.10 -0.46 -0.2015
C -2.3794 -3.5506 2.9545 -0.26 -0.32 0.49 -0.1934
C -1.4521 -2.9620 4.0321 0.23 0.15 -0.50 -0.1622
C -0.1779 -2.2828 3.5087 -0.76 0.06 0.45 -0.2388
N -0.4455 -1.4513 2.2766 1.16 0.10 0.54 -0.3627
P -0.1339 0.2290 2.6335 -0.45 1.08 -1.13 0.7080
N -0.1728 1.2659 1.4763 0.11 -1.02 0.32 -0.2458
S 0.4547 -2.0027 1.0123 0.21 -0.80 -0.16 0.5362
O 1.7172 -1.3587 0.9146 -0.18 0.27 0.04 -0.2524
O 0.3827 -3.4200 0.9598 -0.18 0.24 0.05 -0.2252
F -0.4197 -1.4693 -0.1538 -0.07 0.20 -0.04 -0.1194
H -4.2640 0.8511 4.6284 -0.15 0.10 0.06 0.0672
H -3.4860 -0.6952 4.8086 0.04 -0.07 0.03 0.0418
H -5.1431 -0.5327 5.3251 -0.05 0.19 0.13 0.0668
H -5.8654 -1.1454 3.1904 -0.06 -0.08 -0.01 0.1029
H -5.0347 0.2714 2.5686 -0.21 -0.02 -0.10 0.0976
H -4.1127 -1.5123 1.3572 0.10 0.01 -0.09 0.1095
H -2.9120 -0.9741 2.4964 0.14 -0.10 0.02 0.0743
H -4.3701 -3.5579 2.2473 -0.17 -0.05 0.08 0.1096
H -4.2566 -3.0552 3.9072 0.09 0.15 0.15 0.1132
H -1.9312 -3.5172 1.9648 0.06 0.12 -0.06 0.0913
H -2.5075 -4.6095 3.1850 0.05 -0.09 -0.12 0.1089
H -1.9900 -2.2310 4.6342 -0.13 0.00 0.04 0.0910
H -1.1234 -3.7518 4.7058 -0.01 0.02 0.15 0.1143
H 0.1740 -1.6040 4.2890 0.15 0.03 0.00 0.0891
H 0.6273 -2.9922 3.3482 -0.01 -0.06 -0.28 0.1151
H -1.1536 0.4784 3.5708 0.31 -0.42 0.43 0.0212
H 1.0875 0.2100 3.3331 -0.17 -0.17 0.28 0.0258
H -0.3634 0.8151 0.5881 -0.04 0.50 -0.23 -0.0237
C -5.3212 3.9970 -4.1468 0.03 -0.10 -0.02 -0.1159
O -3.9595 3.6997 -4.3688 -0.09 0.07 0.10 -0.1874
C -3.0550 4.7700 -4.1325 0.23 0.00 -0.12 -0.2156
C -2.3179 4.6530 -2.8122 -0.11 0.03 0.14 -0.2179
N -3.1772 4.8973 -1.6623 -0.10 -0.29 0.00 -0.0531
C -2.6703 4.4399 -0.3635 -0.10 0.23 -0.13 -0.1916
C -2.1251 3.0256 -0.1841 -0.08 0.09 0.00 -0.2491
O -3.0947 1.9888 -0.1639 -0.01 0.01 -0.01 -0.1933
C -3.6825 1.6773 -1.4093 -0.03 -0.09 0.18 -0.1001
H -5.9086 3.2238 -4.6402 0.03 0.00 -0.03 0.0890
H -5.5855 3.9840 -3.0837 -0.02 0.08 0.01 0.0687
H -5.5929 4.9695 -4.5676 -0.01 0.02 0.01 0.0882
H -3.5635 5.7355 -4.2245 -0.06 -0.01 0.10 0.1211
H -2.3076 4.7141 -4.9280 -0.02 0.03 -0.02 0.1210
H -1.5102 5.3931 -2.8083 0.04 -0.03 -0.01 0.1231
H -1.8539 3.6601 -2.7907 0.06 0.00 -0.05 0.0992
H -4.0850 4.4867 -1.8210 0.01 -0.06 -0.04 0.0637
H -3.4891 4.5644 0.3494 0.04 0.05 0.04 0.1210
H -1.8803 5.1347 -0.0576 0.06 -0.07 0.02 0.1162
H -1.6606 2.9889 0.7972 0.05 -0.02 0.03 0.0833
H -1.3306 2.7863 -0.9022 -0.07 0.02 -0.10 0.1108
H -2.9470 1.6684 -2.2181 -0.01 0.09 -0.05 0.0887
H -4.4952 2.3677 -1.6495 0.04 0.03 -0.16 0.0696
H -4.1138 0.6791 -1.3265 0.03 0.00 0.04 0.0851
C 7.9500 -2.6819 -3.4615 0.04 0.09 0.01 -0.1162
O 7.1343 -1.5437 -3.6380 0.01 -0.13 0.07 -0.1874
C 5.7501 -1.8078 -3.8216 -0.15 0.17 -0.13 -0.2156
C 4.9199 -1.5560 -2.5777 0.02 -0.13 0.13 -0.2160
N 5.1468 -2.5491 -1.5371 0.31 0.16 0.10 -0.0488
C 4.6982 -2.1902 -0.1863 0.01 -0.30 -0.21 -0.1903
C 5.0662 -0.8430 0.4277 -0.07 0.07 0.08 -0.2242
O 6.4125 -0.6949 0.8450 0.01 -0.05 -0.01 -0.1805
C 7.3578 -0.5422 -0.1929 0.04 -0.01 0.20 -0.1012
H 8.9805 -2.3750 -3.6356 -0.01 0.02 -0.03 0.0889
H 7.8932 -3.0849 -2.4443 -0.03 -0.07 -0.02 0.0690
H 7.6925 -3.4735 -4.1712 -0.01 -0.02 0.01 0.0881
H 5.5961 -2.8206 -4.2086 0.03 -0.05 0.10 0.1210
H 5.4088 -1.1068 -4.5876 0.00 -0.03 -0.03 0.1208
H 3.8629 -1.5855 -2.8639 -0.01 0.06 0.00 0.1235
H 5.1417 -0.5351 -2.2454 -0.03 0.05 -0.05 0.0995
H 6.1265 -2.7886 -1.5038 0.04 0.07 -0.02 0.0638
H 5.0781 -2.9673 0.4820 -0.05 -0.01 0.02 0.1250
H 3.6112 -2.2705 -0.1706 -0.04 0.09 0.03 0.0873
H 4.4785 -0.7538 1.3431 -0.01 0.01 -0.01 0.1143
H 4.7715 0.0018 -0.2071 0.07 -0.03 -0.09 0.1165
H 6.9945 0.1201 -0.9827 -0.03 -0.06 -0.07 0.0876
H 7.6433 -1.5088 -0.6154 -0.02 0.04 -0.17 0.0693
H 8.2518 -0.0975 0.2441 -0.03 0.01 0.04 0.0881